## A
C4H8ClNO | wB97M-V/def2-TZVPD

```
! RIJCOSX wB97M-V def2-TZVPD def2/J DEFGRID3
* xyz 0 1
H 0.45 2.67 -0.85
H 0.49 -1.90 -1.75
C 1.05 1.08 0.35
H -0.26 -2.49 0.40
Cl -2.36 -0.95 1.67
C -0.98 -0.48 0.71
C -0.30 0.60 0.97
H 1.44 1.82 1.02
N 0.87 1.72 -0.96
H 0.30 1.17 -1.58
H -0.68 1.34 1.82
C -0.63 -1.67 -0.18
H 1.74 0.28 0.28
O 0.36 -1.19 -1.10
H -1.49 -2.00 -0.80
*
```

- SMILES = NC/C=C(/Cl)CO

Results of the natural (NBO) charge analysis, in e, for atoms 1 through 6: number 1, H, carries 0.35; number 2, H, carries 0.48; number 3, C, carries -0.24; number 4, H, carries 0.19; number 5, Cl, carries -0.03; number 6, C, carries -0.05


## B
C4H8ClNO | wB97M-V/def2-TZVPD

```
! RIJCOSX wB97M-V def2-TZVPD def2/J DEFGRID3
* xyz 0 1
H -0.44 -0.05 -1.69
C -0.93 0.42 -0.79
H -1.70 2.65 0.78
O -0.43 0.75 0.26
H -2.75 -0.40 -1.27
H -2.47 1.09 -2.02
H 3.73 -1.91 1.76
Cl -2.36 3.64 0.49
H 3.80 -1.30 0.28
H 2.70 -0.36 1.45
C 1.94 -2.12 0.74
C -2.39 0.58 -1.11
C 3.11 -1.36 1.11
H -2.87 1.10 -0.35
N 1.07 -2.74 0.34
*
```

- SMILES = CC#N.CC=O.Cl

Results of the natural (NBO) charge analysis, in e, for atoms 1 through 6: number 1, H, carries 0.11; number 2, C, carries 0.47; number 3, H, carries 0.27; number 4, O, carries -0.55; number 5, H, carries 0.24; number 6, H, carries 0.23


B is the most stable structure; the next one sits 23.4 kJ/mol above it.


## A
C4H7N2O | wB97M-V/def2-TZVPD

```
! RIJCOSX wB97M-V def2-TZVPD def2/J DEFGRID3
* xyz 1 1
H -1.45 1.93 0.11
C 0.30 -0.68 0.55
H 1.23 -2.25 1.46
H 1.44 -2.47 -0.27
N -0.94 1.07 -1.62
N -0.52 -0.07 -2.11
O -0.72 -0.45 -3.25
H 0.21 2.45 -0.74
H -1.30 1.93 -2.24
C 0.69 -2.04 0.51
C 0.05 0.57 0.60
H -0.11 -2.79 0.56
H 0.41 1.05 1.47
C -0.51 1.59 -0.38
*
```

Results of the natural (NBO) charge analysis, in e, for atoms 1 through 6: number 1, H, carries 0.27; number 2, C, carries 0.56; number 3, H, carries 0.35; number 4, H, carries 0.34; number 5, N, carries -0.39; number 6, N, carries 0.23


## B
C4H7N2O | wB97M-V/def2-TZVPD

```
! RIJCOSX wB97M-V def2-TZVPD def2/J DEFGRID3
* xyz 1 1
N -1.47 -0.32 0.80
C 0.86 1.36 0.58
C -1.92 0.41 1.61
H -1.71 -0.96 -1.59
C -0.82 -1.34 -1.11
O 0.17 1.61 1.41
N -0.59 -0.83 0.19
H 2.39 1.81 -0.68
H -0.93 -2.44 -1.17
H 1.69 0.04 -0.89
H 2.84 0.47 0.28
H 0.05 -1.07 -1.70
H -2.56 0.36 2.44
C 1.98 0.89 -0.18
*
```

Results of the natural (NBO) charge analysis, in e, for atoms 1 through 6: number 1, N, carries -0.01; number 2, C, carries 0.93; number 3, C, carries 0.04; number 4, H, carries 0.21; number 5, C, carries -0.45; number 6, O, carries -0.24


## C
C4H7N2O | wB97M-V/def2-TZVPD

```
! RIJCOSX wB97M-V def2-TZVPD def2/J DEFGRID3
* xyz 1 1
H -2.26 -0.93 0.94
H 0.79 -1.71 0.44
N 0.16 1.45 0.29
H -1.49 -2.48 0.48
H 0.10 -0.59 1.62
C -0.24 2.47 0.65
N 1.92 0.85 -1.87
C -0.01 -0.85 0.61
C 0.60 0.29 -0.15
H -0.44 3.39 1.21
O 1.24 0.05 -1.19
H -1.60 -1.00 -0.75
C -1.42 -1.31 0.20
H 2.67 0.38 -2.48
*
```

Results of the natural (NBO) charge analysis, in e, for atoms 1 through 6: number 1, H, carries 0.23; number 2, H, carries 0.25; number 3, N, carries -0.27; number 4, H, carries 0.26; number 5, H, carries 0.24; number 6, C, carries 0.40


## D
C4H7N2O | wB97M-V/def2-TZVPD

```
! RIJCOSX wB97M-V def2-TZVPD def2/J DEFGRID3
* xyz 1 1
H 0.70 1.94 0.99
H -2.33 -0.68 1.22
C -1.50 0.74 -0.11
C 3.17 0.39 -0.39
C -2.49 -0.40 0.11
O -1.52 1.89 -0.34
C 0.87 0.92 0.48
H 3.98 -0.33 -0.32
H -0.05 -0.82 -0.06
H -3.57 -0.14 -0.22
N -0.10 0.14 0.15
N 2.14 0.57 0.34
H 3.16 1.03 -1.28
H -2.25 -1.18 -0.70
*
```

- SMILES = C=N/C=[NH+]/C(C)=O

Results of the natural (NBO) charge analysis, in e, for atoms 1 through 6: number 1, H, carries 0.27; number 2, H, carries 0.28; number 3, C, carries 0.73; number 4, C, carries 0.10; number 5, C, carries -0.76; number 6, O, carries -0.46


D is the most stable structure; the next one sits 333.5 kJ/mol above it.


## A
C10H18N2O5 | wB97M-V/def2-TZVPD

```
! RIJCOSX wB97M-V def2-TZVPD def2/J DEFGRID3
* xyz 0 1
N 0.66 -0.92 0.64
H 3.98 1.85 -0.36
C 2.46 -0.89 -1.06
C 2.38 0.79 0.95
C 1.67 -0.04 -0.05
O 3.74 -0.73 -1.03
H 3.12 0.28 1.52
H 2.55 2.89 -0.03
H -1.83 -2.67 0.52
H -1.08 -2.69 2.63
H 0.83 0.99 2.63
O 1.57 -1.84 -1.70
H -3.55 0.97 1.13
C -2.79 -0.79 0.25
H 0.51 -1.00 1.71
H -3.78 -1.35 0.60
H -1.78 1.05 1.41
C -2.58 0.79 0.66
H -2.24 -1.35 2.81
H -2.92 -0.81 -0.90
H 0.36 1.94 1.30
H 1.65 2.33 2.51
C 1.29 1.56 1.86
O -0.62 -0.97 -1.36
C -0.40 -1.21 -0.09
C -2.32 1.59 -0.66
H 0.56 -1.56 -1.45
C -1.61 -1.68 0.87
H 0.97 0.69 -0.62
H -2.85 1.11 -2.66
N -1.40 -1.69 2.22
H 3.89 2.26 1.37
O -1.49 2.47 -0.94
O -3.29 1.09 -1.57
C 3.16 2.07 0.38
*
```

- SMILES = CC(C)[C@H](NC(=O)[C@@H](N)CCC(=O)O)C(=O)O

Results of the natural (NBO) charge analysis, in e, for atoms 1 through 6: number 1, N, carries -0.59; number 2, H, carries 0.23; number 3, C, carries 0.80; number 4, C, carries -0.22; number 5, C, carries -0.19; number 6, O, carries -0.59


## B
C10H18N2O5 | wB97M-V/def2-TZVPD

```
! RIJCOSX wB97M-V def2-TZVPD def2/J DEFGRID3
* xyz 0 1
H 1.83 -0.08 -1.91
C -0.56 1.52 -1.25
H -2.32 -1.82 1.17
H 2.42 3.49 -0.57
O 1.70 -2.95 1.56
H -0.95 2.53 -1.28
O 0.16 -4.60 1.71
C -0.74 -0.68 1.90
H -2.38 -0.40 2.98
H -1.26 0.78 3.27
O -0.98 -0.39 -2.54
H 0.11 -0.80 2.65
H 0.77 3.90 -0.43
C 2.11 0.84 -1.55
H 1.76 -1.99 1.24
H 0.98 2.50 -2.43
C -0.13 -0.05 0.67
C 1.04 1.95 -1.49
H -1.34 -2.73 2.40
C -0.52 -2.79 0.47
C -1.31 -1.96 1.53
C -1.05 0.83 -2.49
H -0.22 -2.04 -0.20
O -1.54 1.54 -3.39
N -0.91 0.84 0.00
H 1.44 2.74 0.56
H -1.84 1.03 -4.13
O 0.99 -0.46 0.38
H -1.06 -3.54 -0.13
N -1.73 0.27 2.48
H 2.41 0.78 -0.44
H 2.90 1.35 -2.08
C 1.44 3.04 -0.49
H -1.76 0.89 0.54
C 0.54 -3.55 1.29
*
```

- SMILES = CC(C)[C@H](NC(=O)[C@@H](N)CCC(=O)O)C(=O)O

Results of the natural (NBO) charge analysis, in e, for atoms 1 through 6: number 1, H, carries 0.23; number 2, C, carries -0.14; number 3, H, carries 0.22; number 4, H, carries 0.22; number 5, O, carries -0.70; number 6, H, carries 0.22


B is the most stable structure; the next one sits 341.5 kJ/mol above it.


## A
C31H50AsN4O10PSTa | wB97M-V/def2-TZVPD

```
! RIJCOSX wB97M-V def2-TZVPD def2/J DEFGRID3
* xyz 1 1
H -3.91 1.58 3.92
O 1.73 3.87 1.69
H 2.29 -3.08 2.32
C -0.58 3.14 1.56
P 2.49 0.13 2.72
C 4.05 1.19 0.80
H 1.77 4.97 -2.30
C -0.14 -1.69 -5.34
H 0.66 1.75 5.21
Ta 0.00 0.56 0.22
H -2.32 0.91 4.38
H 2.31 5.36 -3.93
N -0.05 -4.05 1.07
C 0.92 3.16 1.17
H -3.61 2.17 -3.95
H 5.78 -0.63 1.80
H 2.29 -2.38 5.24
O -1.06 3.87 2.39
C 1.80 4.61 -3.33
C -0.02 5.12 -4.96
H 0.84 -2.16 4.26
S -1.64 -0.79 -1.11
C -3.73 -1.35 2.47
C 5.18 -0.10 2.55
H -2.77 -2.06 -3.24
C 0.69 -0.99 -4.49
H -3.59 2.11 0.46
H -4.77 -1.19 2.75
H 4.88 0.82 0.19
H 0.91 2.90 3.88
C -0.46 3.41 -3.32
H 1.52 -0.79 5.16
H 1.67 -0.66 -4.82
H 4.26 2.21 1.10
H -3.10 3.81 -5.41
H 3.76 -2.18 1.91
C -2.12 3.96 -4.97
H -2.95 2.35 -2.32
O -1.30 -0.16 1.65
H 1.01 2.94 -1.81
H -2.68 5.44 -7.07
C 3.32 1.81 4.65
H -2.07 -2.62 -5.53
O 1.32 0.23 1.75
C -0.15 -2.73 1.23
As -2.89 0.32 2.04
H -3.92 0.50 -0.23
H 3.69 -3.13 3.41
H 0.02 -5.58 2.50
H 3.16 1.18 0.19
H -0.85 -2.41 2.02
H -2.41 2.37 3.34
O 1.27 -0.10 -1.06
N 2.21 1.24 3.89
C -1.28 4.93 -5.51
O 0.47 -1.92 0.55
H 0.73 -3.91 -0.86
O -0.60 1.76 -1.61
H -1.80 6.81 -6.39
H 5.03 -0.75 3.40
C 0.02 2.68 -2.19
C -0.95 -1.08 -2.71
H 0.45 -5.57 -0.26
C -1.71 5.76 -6.68
O -1.21 2.18 0.93
C 0.79 -4.57 0.00
C -3.96 1.11 0.67
O 1.15 2.26 0.23
H -1.35 -5.66 1.38
H 3.00 1.98 5.68
C 1.76 -1.68 4.59
H -2.26 1.16 -3.40
C -1.74 3.19 -3.89
H 2.40 3.70 -3.35
C -0.71 -4.98 1.95
H 3.63 2.77 4.22
H -1.33 -4.44 2.67
H -3.67 -1.99 1.59
N 3.91 0.29 1.95
C 1.34 0.06 -2.39
H -4.98 1.15 1.05
C -2.88 1.42 3.59
H -3.20 -1.81 3.31
C 3.12 -2.50 2.73
N 2.62 -1.33 3.47
O 2.17 0.76 -2.90
H 5.75 0.78 2.87
H 0.17 -1.91 -6.35
H 0.14 1.33 3.57
C 0.32 -0.69 -3.18
H -0.98 5.71 -7.49
C -2.70 2.16 -3.36
C 0.91 1.84 4.15
H 0.65 5.86 -5.38
C 0.41 4.38 -3.87
H 4.17 1.13 4.67
H 1.84 -4.63 0.31
C -1.40 -2.08 -4.88
C -1.79 -1.77 -3.59
*
```

Results of the natural (NBO) charge analysis, in e, for atoms 1 through 6: number 1, H, carries 0.26; number 2, O, carries -0.55; number 3, H, carries 0.19; number 4, C, carries 0.68; number 5, P, carries 2.51; number 6, C, carries -0.41


## B
C31H50AsN4O10PSTa | wB97M-V/def2-TZVPD

```
! RIJCOSX wB97M-V def2-TZVPD def2/J DEFGRID3
* xyz 1 1
H 3.45 -1.94 0.34
H -2.05 4.90 -3.47
C -1.18 2.68 3.34
H 1.28 3.65 4.18
H -0.27 -3.96 -1.36
H 5.39 4.38 1.86
H 1.22 0.25 3.03
H -1.01 -4.14 -6.37
H 0.46 -3.17 0.05
H -5.06 -2.80 1.66
H -2.02 2.71 2.66
O -3.19 -1.92 -2.65
C -4.28 -2.20 2.14
H -1.58 1.23 -4.32
C -1.35 -1.18 3.47
C 3.29 0.67 2.58
H -2.90 -4.31 -1.27
H -0.77 -3.70 3.96
H 0.52 4.92 3.20
Ta -0.34 0.44 -0.96
O -1.07 -0.91 0.31
N -1.31 -2.28 2.52
H -3.40 -0.32 -0.52
N -3.39 -1.61 1.15
H 5.43 -1.35 -0.46
C 0.35 2.27 1.54
C 2.90 -1.25 1.00
H 1.31 2.51 1.07
H -0.34 -0.87 3.75
C -2.05 -1.50 -2.76
H 2.28 -2.57 -4.13
H -2.87 2.35 -4.83
H -1.86 -0.32 3.02
H -3.72 -2.84 2.82
O 0.17 1.57 -2.68
H 3.77 2.34 3.82
C -0.48 -3.40 2.95
H -1.31 3.43 4.11
C 5.05 2.27 2.10
C 1.22 -2.67 -4.29
O 1.74 -1.49 1.27
H -4.65 2.11 -1.64
H 1.88 3.98 2.55
C 0.99 3.94 3.17
H 4.28 -0.37 -1.36
C 0.74 -3.41 -5.35
As -2.38 2.66 -2.46
C -4.16 3.05 -1.87
C 3.64 -0.05 1.42
N -1.63 -3.43 0.15
H -4.69 -0.04 0.67
O 3.31 2.24 -1.34
H -1.89 -1.48 4.37
C -2.73 -4.32 -0.20
O -1.70 1.93 -1.06
H -0.49 4.05 -3.28
C -0.31 -3.88 -0.27
H -1.14 1.70 3.80
H 5.67 3.78 3.50
O 1.63 3.03 -3.54
H -2.48 -5.34 0.12
C 5.38 1.55 0.97
H 2.35 -0.84 3.80
C 2.19 1.86 -1.50
C 2.20 0.20 3.51
H -0.63 -4.26 2.29
C 4.71 0.39 0.61
O -1.70 -0.35 -2.20
H -4.71 3.57 -2.66
S 1.12 -1.22 -2.03
C -1.51 -2.94 -4.67
C 1.31 2.21 -2.72
H 0.58 -3.13 2.94
H -2.58 -3.03 -4.79
N 0.06 2.96 2.62
C 5.78 3.54 2.45
H 1.44 -3.89 -6.02
H 2.20 0.81 4.41
H 6.19 1.90 0.33
H -4.76 -1.42 -0.45
H -4.77 -1.41 2.72
H -4.12 3.68 -0.98
H -3.65 -4.03 0.30
C 5.10 -0.33 -0.65
O 1.49 1.16 -0.60
H 5.93 0.20 -1.14
H -3.29 0.87 -3.93
C -4.10 -0.80 0.15
C -1.03 -2.16 -3.61
O -0.41 1.40 1.07
H -1.29 4.81 -1.87
C -1.45 4.29 -2.81
H -0.09 -4.86 0.16
P -1.83 -2.06 1.00
C 4.01 1.81 2.90
C -2.54 1.65 -4.07
C -0.63 -3.56 -5.54
H 6.84 3.45 2.22
C 0.34 -2.03 -3.40
*
```

Results of the Mulliken charge analysis, in e, for atoms 1 through 6: number 1, H, carries 0.34; number 2, H, carries 0.46; number 3, C, carries -0.80; number 4, H, carries 0.35; number 5, H, carries 0.34; number 6, H, carries 0.30


B is the most stable structure; the next one sits 36.7 kJ/mol above it.